The following is a quantum chemistry calculation of C29H39IrN3O7P3S3Si as an isolated structure, from the Open Molecules 2025 dataset.

The geometry in XYZ format:
```
86
C29H39IrN3O7P3S3Si | the Open Molecules 2025 dataset | ωB97M-V/def2-TZVPD
Ir 0.055 -0.050 0.810
N 0.362 3.019 -2.828
C 0.856 3.644 -1.534
C 0.952 5.157 -1.656
P 2.507 2.779 -1.275
O 3.553 3.868 -1.871
O 2.782 2.629 0.171
O 2.399 1.655 -2.260
P -0.417 3.192 -0.270
O -1.671 3.723 -1.190
O -0.289 3.958 0.984
O -0.574 1.693 -0.253
H 0.654 3.575 -3.629
H -0.653 2.902 -2.835
H 0.905 2.108 -2.858
H 1.655 5.440 -2.441
H 1.323 5.555 -0.712
H -0.025 5.604 -1.846
H 4.094 4.185 -1.137
H -2.489 3.725 -0.680
C -1.745 -0.165 -3.199
Si -0.951 -1.458 -2.064
C -1.578 -3.176 -2.567
C 0.866 -1.501 -2.446
N -1.328 -1.039 -0.422
C -2.612 -0.971 0.013
C -3.742 -1.455 -0.696
C -5.034 -1.315 -0.226
C -5.304 -0.673 0.978
C -4.228 -0.182 1.701
C -2.942 -0.345 1.233
O -1.888 0.199 2.001
C -1.659 -0.404 3.245
C -1.935 -1.740 3.483
C -1.613 -2.278 4.721
C -1.033 -1.497 5.709
C -0.791 -0.153 5.461
C -1.119 0.401 4.235
H -1.302 -0.181 -4.199
H -1.584 0.818 -2.746
H -2.824 -0.298 -3.304
H -0.910 -3.588 -3.328
H -2.590 -3.193 -2.975
H -1.551 -3.847 -1.705
H 0.964 -1.736 -3.512
H 1.359 -2.294 -1.881
H 1.399 -0.570 -2.250
H -3.588 -1.958 -1.641
H -5.848 -1.713 -0.820
H -6.316 -0.559 1.343
H -4.367 0.326 2.648
H -2.359 -2.356 2.703
H -1.804 -3.328 4.902
H -0.765 -1.930 6.664
H -0.336 0.468 6.221
H -0.957 1.451 4.031
N 1.107 1.263 2.072
H 1.436 0.854 2.945
H 0.517 2.067 2.280
H 1.915 1.647 1.570
S 3.885 0.613 4.376
P 4.048 -0.183 2.571
S 2.117 -0.974 0.495
C 4.937 -1.775 2.617
C 4.225 -2.915 2.982
C 4.867 -4.141 3.075
C 6.225 -4.240 2.806
C 6.941 -3.107 2.445
C 6.301 -1.879 2.352
C 5.047 0.833 1.443
C 5.450 2.112 1.812
C 6.106 2.929 0.901
C 6.347 2.482 -0.390
C 5.935 1.210 -0.768
C 5.291 0.389 0.143
H 3.164 -2.834 3.189
H 4.302 -5.023 3.354
H 6.725 -5.198 2.875
H 8.002 -3.178 2.238
H 6.862 -0.997 2.070
H 5.238 2.456 2.816
H 6.422 3.921 1.202
H 6.846 3.124 -1.106
H 6.101 0.862 -1.780
H 4.957 -0.595 -0.165
S 0.870 -2.062 1.671
```

Calculated values
- energy (eV) = -120609.345
- energy above the lowest of the compared OMol25 structures with the same formula, charge and spin (eV) = 1.155
- <S²> = 0.76
- spin multiplicity = 2
- molecular weight (g mol⁻¹) = 951.07
- orbital gap (alpha / beta) (hartree) = 0.219 / 0.217
- E_LUMO (alpha / beta) (eV) = 2.29 / 1.80
- net charge = -1